<a>
Molecular formula: C3H12N3S
Method: DFT, wB97M-V/def2-TZVPD

Calculated values
**Orbital gap**: 9.705 eV
**Molecular weight**: 122.22 g mol⁻¹
**Charge**: +1

Last columns: bonded neighbours and bond lengths (Å).
Atoms and positions in Å:
1 N -0.981 1.266 -2.232  C2 1.328, H4 1.010, H5 1.007
2 C 0.335 1.307 -2.051  N1 1.328, N3 1.306, H6 1.093
3 N 0.920 1.735 -0.965  C2 1.306, H7 1.020
4 H -1.636 1.487 -1.496  N1 1.010
5 H -1.384 0.891 -3.075  N1 1.007
6 H 0.915 0.820 -2.839  C2 1.093
7 H 1.752 2.225 -1.293  N3 1.020
8 C -0.021 -0.562 1.832  C9 1.516, N11 1.515, H12 1.085, H13 1.087
9 C -0.581 -1.315 0.641  C8 1.516, S10 1.847, H14 1.089, H15 1.088
10 S -1.847 -2.506 1.267  C9 1.847, H16 1.348
11 N 1.126 0.308 1.363  C8 1.515, H17 1.023, H18 1.071, H19 1.024
12 H 0.437 -1.253 2.532  C8 1.085
13 H -0.748 0.077 2.328  C8 1.087
14 H 0.176 -1.967 0.207  C9 1.089
15 H -1.035 -0.701 -0.133  C9 1.088
16 H -1.739 -3.290 0.176  S10 1.348
17 H 1.448 0.928 2.111  N11 1.023
18 H 0.928 0.838 0.453  N11 1.071
19 H 1.936 -0.289 1.172  N11 1.024

---

<b>
Molecular formula: C3H12N3S
Method: DFT, wB97M-V/def2-TZVPD

Calculated values
**Orbital gap**: 8.740 eV
**Molecular weight**: 122.22 g mol⁻¹
**Charge**: +1

Last columns: bonded neighbours and bond lengths (Å).
Atoms and positions in Å:
1 C 0.223 1.420 -0.602  C3 1.444, H8 1.048, H9 1.182, H10 1.119
2 C -0.957 -0.356 0.816  C3 1.429, N6 1.425, S7 1.987, H11 1.072
3 C -0.860 0.941 0.224  C1 1.444, C2 1.429, N4 1.300
4 N -1.867 1.762 0.170  C3 1.300, H12 1.061, H13 1.028
5 N 2.515 -1.282 -0.536  H14 0.930, H15 1.054, H18 1.108
6 N 0.319 -0.596 1.400  C2 1.425, H16 1.036, H17 1.006
7 S -1.541 -1.231 -0.870  C2 1.987, H19 1.421
8 H -0.106 2.261 -1.135  C1 1.048
9 H 0.417 0.661 -1.487  C1 1.182
10 H 1.145 1.624 -0.001  C1 1.119
11 H -1.794 -0.491 1.473  C2 1.072
12 H -2.760 1.599 0.720  N4 1.061
13 H -1.861 2.610 -0.411  N4 1.028
14 H 3.081 -0.888 -1.160  N5 0.930
15 H 3.114 -2.052 -0.137  N5 1.054
16 H 1.152 -0.604 0.784  N6 1.036
17 H 0.363 -1.223 2.186  N6 1.006
18 H 1.690 -1.807 -1.057  N5 1.108
19 H -2.271 -2.345 -0.377  S7 1.421

---

Quick one: most stable of them? <a>

---

<a>
Molecular formula: C3H8NO2S
Method: DFT, wB97M-V/def2-TZVPD

Calculated values
**Orbital gap**: 5.620 eV
**Molecular weight**: 122.17 g mol⁻¹
**Charge**: -1

Last columns: bonded neighbours and bond lengths (Å).
Atoms and positions in Å:
1 O 1.893 2.765 2.086  C2 1.189
2 C 1.326 1.830 1.618  O1 1.189, N3 1.414, H7 1.200
3 N 1.978 0.917 0.758  C2 1.414, C4 1.455, H8 1.013
4 C 1.169 -0.175 0.237  N3 1.455, C5 1.477, H9 1.142, H10 1.116
5 C 0.692 -0.196 -1.161  C4 1.477, S6 1.911, H11 1.085, H12 1.111
6 S -0.992 0.707 -1.182  C5 1.911
7 H 0.203 1.545 1.931  C2 1.200
8 H 2.859 1.148 0.313  N3 1.013
9 H 0.292 -0.057 0.960  C4 1.142
10 H 1.624 -1.151 0.529  C4 1.116
11 H 0.626 -1.074 -1.795  C5 1.085
12 H 1.348 0.424 -1.808  C5 1.111
13 H -4.163 -4.059 -0.895  O15 1.008
14 H -4.004 -5.208 0.160  O15 1.015
15 O -3.878 -5.023 -0.830  H13 1.008, H14 1.015

---

<b>
Molecular formula: C3H8NO2S
Method: DFT, wB97M-V/def2-TZVPD

Calculated values
**Orbital gap**: 6.765 eV
**Molecular weight**: 122.17 g mol⁻¹
**Charge**: -1

Last columns: bonded neighbours and bond lengths (Å).
Atoms and positions in Å:
1 O -1.601 -1.340 -0.593  C2 1.208
2 C -0.539 -1.184 -1.147  O1 1.208, C3 1.489, H7 1.108
3 C 0.750 -0.925 -0.448  C2 1.489, C4 1.529, N6 1.479, H8 1.099
4 C 1.246 0.486 -0.768  C3 1.529, S5 1.813, H9 1.100, H10 1.102
5 S 0.346 1.992 -0.310  C4 1.813
6 N 0.867 -1.431 0.937  C3 1.479, H11 1.030, H12 1.026
7 H -0.538 -1.447 -2.223  C2 1.108
8 H 1.486 -1.578 -0.937  C3 1.099
9 H 2.264 0.572 -0.359  C4 1.100
10 H 1.548 0.535 -1.827  C4 1.102
11 H -0.063 -1.340 1.372  N6 1.030
12 H 1.431 -0.730 1.431  N6 1.026
13 H -1.022 0.917 1.725  O15 0.973
14 H -2.138 -0.057 1.592  O15 0.958
15 O -1.346 0.085 2.111  H13 0.973, H14 0.958

---

<c>
Molecular formula: C3H8NO2S
Method: DFT, wB97M-V/def2-TZVPD

Calculated values
**Orbital gap**: 6.089 eV
**Molecular weight**: 122.17 g mol⁻¹
**Charge**: -1

Last columns: bonded neighbours and bond lengths (Å).
Atoms and positions in Å:
1 O 1.762 3.353 2.177  C2 1.226
2 C 1.797 2.223 1.701  O1 1.226, N3 1.415, H7 1.116
3 N 0.711 1.759 0.922  C2 1.415, C4 1.501, H8 1.083
4 C 0.879 0.391 0.328  N3 1.501, C5 1.579, H9 1.143, H10 1.134
5 C 0.079 0.051 -0.991  C4 1.579, S6 1.828, H11 1.064, H12 1.171
6 S -1.031 1.290 -1.748  C5 1.828
7 H 2.633 1.502 1.861  C2 1.116
8 H -0.206 2.230 0.593  N3 1.083
9 H 0.368 -0.349 1.034  C4 1.143
10 H 1.913 0.008 0.061  C4 1.134
11 H -0.452 -0.836 -0.738  C5 1.064
12 H 0.937 -0.365 -1.670  C5 1.171
13 H -2.573 -3.268 -1.449  O15 1.013
14 H -3.907 -3.863 -1.052  O15 1.032
15 O -2.909 -4.126 -1.028  H13 1.013, H14 1.032

---

Quick one: most stable of them? <b>